# 1
12
Properties=species:S:1:pos:R:3:forces:R:3 method="wB97M-V/def2-TZVPD" smiles="O=CNCC[S-]" charge=-1 multiplicity=1 e_tot_ev=-17582.353 de_lowest_ev=0.7124
O -0.284 3.119 -0.478 0.066 -0.223 0.066
C -0.033 1.934 -0.690 -0.294 1.252 -0.526
N -0.107 0.958 0.198 0.658 -0.657 0.578
C 0.473 -0.392 -0.021 -1.151 0.274 0.053
C -0.454 -1.497 0.451 0.650 -0.997 -0.040
S 0.468 -3.096 0.411 -0.134 0.142 -0.122
H 0.242 1.620 -1.706 0.088 -0.299 -0.057
H -0.228 1.278 1.147 -0.163 -0.107 0.064
H 1.416 -0.529 0.499 0.241 0.264 -0.134
H 0.581 -0.456 -1.103 0.402 -0.276 0.070
H -1.324 -1.576 -0.202 -0.151 0.226 0.163
H -0.750 -1.364 1.494 -0.212 0.399 -0.116



# 2
12
Properties=species:S:1:pos:R:3:forces:R:3 method="wB97M-V/def2-TZVPD" smiles="NC(=O)CC[S-]" charge=-1 multiplicity=1 e_tot_ev=-17580.963 de_lowest_ev=2.1023
C 0.328 -0.235 0.888 -0.599 -2.126 -0.190
C 0.768 -1.096 -0.366 1.723 2.404 -0.610
S -0.493 -1.806 -1.518 0.517 0.334 1.054
C -0.271 1.152 0.506 -6.639 1.981 2.696
N -0.676 1.272 -0.857 2.028 -1.477 2.190
O -0.950 1.865 1.405 4.190 -2.365 -3.149
H 1.168 -0.149 1.644 -1.135 -0.042 -0.806
H -0.507 -1.004 1.229 1.063 2.380 0.287
H 1.554 -1.787 -0.093 -0.310 -0.763 0.555
H 1.439 -0.311 -0.820 -0.627 -0.690 -0.790
H -1.473 1.842 -1.082 -0.090 0.375 0.742
H -0.887 0.258 -0.936 -0.121 -0.012 -1.980



# 3
13
Properties=species:S:1:pos:R:3:forces:R:3 method="wB97M-V/def2-TZVPD" smiles=ON1CC[C@@]1([S-])S charge=-1 multiplicity=1 e_tot_ev=-28414.680 de_lowest_ev=1.0028
C -0.053 -1.097 -0.519 -0.282 -1.340 -3.663
C 0.388 0.156 -1.358 -0.089 0.325 -0.738
C -0.022 -0.242 0.696 -0.020 0.895 2.413
N 0.669 0.860 -0.048 -0.728 -0.702 -0.794
O 0.078 2.086 0.127 1.295 1.756 -0.371
S -1.694 0.132 1.245 -0.295 0.083 0.007
S 1.049 -0.659 2.194 -1.358 -0.176 0.724
H -1.133 -1.271 -0.759 1.122 -0.634 0.325
H 0.630 -1.989 -0.810 -1.126 1.282 1.278
H 1.333 -0.047 -1.911 -0.495 0.493 0.194
H -0.365 0.664 -2.116 1.183 -0.969 1.876
H -0.887 2.033 0.083 -0.544 -0.962 0.265
H 0.008 -0.626 3.176 1.336 -0.052 -1.517



# 4
11
Properties=species:S:1:pos:R:3:forces:R:3 method="wB97M-V/def2-TZVPD" charge=0 multiplicity=3 e_tot_ev=-13981.653 de_lowest_ev=1.2696
C -0.044 -1.411 0.008 -4.609 -2.269 0.715
C -0.844 -0.263 0.544 -0.543 1.335 -1.404
C -0.138 1.053 -0.099 0.788 -3.447 -1.420
N 1.157 -1.095 -0.231 5.200 1.651 -0.236
P 1.618 0.477 0.239 0.456 1.743 -1.348
H -0.372 -2.382 -0.311 -0.706 -0.051 -0.281
H -1.830 -0.195 0.049 0.057 -0.688 0.731
H -0.919 -0.199 1.650 0.043 0.155 -0.545
H -0.253 1.073 -1.254 -0.223 0.018 2.111
H -0.557 1.851 0.399 -0.372 2.214 0.830
H 2.182 1.091 -0.994 -0.093 -0.663 0.847



# 5
10
Properties=species:S:1:pos:R:3:forces:R:3 method="wB97M-V/def2-TZVPD" smiles=OC1CC1 charge=0 multiplicity=1 e_tot_ev=-5252.903 de_lowest_ev=2.7913
C 0.342 -0.023 -0.992 0.101 -0.602 -0.345
C -0.890 0.384 -0.184 -1.257 -0.052 -1.330
C 0.409 0.405 0.448 3.598 -2.612 2.639
O 0.787 -1.005 1.435 0.535 3.381 -3.317
H 0.417 -1.110 -1.091 0.069 0.433 0.070
H 0.651 0.478 -1.941 -0.037 0.153 1.430
H -1.330 1.358 -0.489 0.024 -0.895 0.570
H -1.537 -0.513 -0.064 0.194 1.250 0.435
H 1.107 1.205 0.898 -1.844 -1.180 -0.912
H 0.044 -1.179 1.979 -1.383 0.124 0.759



# 6
10
Properties=species:S:1:pos:R:3:forces:R:3 method="wB97M-V/def2-TZVPD" charge=0 multiplicity=1 e_tot_ev=-5251.613 de_lowest_ev=4.0814
C -1.488 0.272 0.310 -0.606 0.209 -0.117
C 0.448 -0.428 0.701 0.582 0.026 -0.189
O -0.217 0.745 0.815 -0.031 -0.530 -0.307
C 1.450 -0.279 -0.396 0.128 -0.046 0.074
H -1.977 1.191 0.013 -0.376 0.011 0.043
H -1.374 -0.349 -0.596 -0.034 0.242 0.279
H -2.034 -0.301 1.063 0.067 0.168 -0.033
H 1.402 -1.174 -1.029 0.119 0.102 0.157
H 1.371 0.639 -0.994 -0.010 -0.114 0.162
H 2.418 -0.316 0.113 0.160 -0.068 -0.070



# 7
10
Properties=species:S:1:pos:R:3:forces:R:3 method="wB97M-V/def2-TZVPD" smiles=OC1CC1 charge=0 multiplicity=1 e_tot_ev=-5253.863 de_lowest_ev=1.8312
C 0.223 0.059 0.457 0.000 -1.658 3.123
C -0.914 0.794 -0.149 -0.254 -0.054 -0.409
C -0.861 -0.804 -0.090 -2.118 -0.242 -0.180
H 1.807 0.801 -0.321 -0.243 -1.779 0.207
H 0.349 0.070 1.600 -0.471 0.086 -1.683
H -0.584 1.108 -1.134 -0.550 0.307 -0.112
H -1.617 1.540 0.394 1.343 -1.825 -0.779
H -1.639 -1.425 0.481 1.470 1.455 -0.202
H -0.714 -1.354 -1.053 0.286 1.075 0.777
O 1.464 -0.130 -0.159 0.535 2.635 -0.743



# 8
10
Properties=species:S:1:pos:R:3:forces:R:3 method="wB97M-V/def2-TZVPD" charge=0 multiplicity=1 e_tot_ev=-5250.743 de_lowest_ev=4.9518
C -1.261 0.235 0.292 -0.098 0.183 -1.440
C 0.048 -0.354 0.050 -0.294 -0.471 -1.695
C 1.405 0.163 -0.074 0.094 0.358 -0.081
O 0.996 -0.632 1.051 -0.128 -1.060 -0.405
H -2.106 -0.431 0.168 0.230 -0.686 0.528
H -1.138 0.237 -1.061 -1.679 2.563 2.481
H -1.409 0.811 1.255 0.129 0.526 -1.682
H -0.324 -0.792 -1.041 1.907 -1.730 1.857
H 2.045 -0.389 -0.772 -0.069 0.329 0.184
H 1.691 1.192 0.111 -0.092 -0.013 0.254



# 9
10
Properties=species:S:1:pos:R:3:forces:R:3 method="wB97M-V/def2-TZVPD" smiles="C=CCO" charge=0 multiplicity=1 e_tot_ev=-5253.534 de_lowest_ev=2.1605
C 0.802 -0.267 0.457 0.039 0.748 1.117
O 0.600 1.058 1.033 0.228 -0.782 -0.119
C -0.059 -0.428 -0.722 -2.592 -0.728 -2.298
C -1.423 -0.594 -0.783 0.174 2.853 -0.707
H 1.872 -0.386 0.205 -0.488 -0.129 0.104
H 0.502 -1.018 1.216 0.355 0.597 -0.288
H 0.587 1.630 0.261 -0.036 0.379 0.117
H 0.323 -0.288 -1.742 0.774 -1.023 0.436
H -1.938 -0.737 -1.790 1.057 0.164 1.289
H -2.065 0.072 -0.127 0.489 -2.078 0.349



# 10
10
Properties=species:S:1:pos:R:3:forces:R:3 method="wB97M-V/def2-TZVPD" charge=0 multiplicity=1 e_tot_ev=-5252.795 de_lowest_ev=2.8989
C -1.282 -0.089 0.405 -0.023 0.020 0.000
C 0.057 0.335 -0.097 0.020 -0.118 0.027
O 0.274 1.557 -0.425 0.109 -0.083 0.008
C 1.270 -0.394 -0.232 -0.107 -0.282 0.118
H -1.970 0.757 0.451 0.114 -0.114 0.000
H -1.695 -0.882 -0.226 0.089 0.106 0.078
H -1.160 -0.509 1.410 0.005 0.048 -0.136
H 1.565 -0.490 -1.279 -0.024 0.084 0.096
H 1.441 1.089 -0.366 -0.115 0.151 -0.067
H 1.457 -1.299 0.349 -0.068 0.189 -0.122



# 11
11
Properties=species:S:1:pos:R:3:forces:R:3 method="wB97M-V/def2-TZVPD" smiles=OC[C@H]1CO1 charge=0 multiplicity=1 e_tot_ev=-7301.614 de_lowest_ev=2.0641
C -1.069 -0.426 -0.120 0.814 -0.283 -0.899
C 0.259 -0.030 0.511 -0.726 -0.105 1.025
C 1.560 -0.075 -0.151 0.368 -0.757 -0.096
H -1.585 1.410 -0.274 -0.173 -0.059 0.049
H -0.896 -0.617 -1.210 -0.061 -0.028 0.672
H -1.464 -1.342 0.334 0.040 0.265 -0.048
H 0.252 0.006 1.624 -0.002 -0.068 -0.796
H 2.452 -0.158 0.473 -0.141 0.158 -0.103
H 1.670 -0.498 -1.147 -0.145 0.038 0.063
O -2.021 0.601 0.029 0.064 0.170 0.181
O 0.842 1.130 -0.069 -0.038 0.670 -0.049



# 12
11
Properties=species:S:1:pos:R:3:forces:R:3 method="wB97M-V/def2-TZVPD" charge=0 multiplicity=1 e_tot_ev=-7297.178 de_lowest_ev=6.4999
C 0.492 -0.219 1.426 -1.236 2.134 -4.419
C -0.382 0.398 0.387 -2.708 -1.339 1.953
C -0.392 -0.189 -0.973 -1.106 -0.354 -2.757
O 0.586 1.160 0.886 0.645 0.300 -0.133
O 0.886 -0.526 -1.455 0.440 -0.345 0.258
H 0.309 -0.318 2.385 -1.323 -0.015 4.508
H 1.181 -0.864 1.013 1.700 -1.161 -0.737
H -2.360 0.959 0.596 3.060 -0.865 -0.114
H -0.877 0.551 -1.688 0.254 -1.021 0.748
H -0.811 -1.232 -1.088 -0.851 1.592 0.911
H 1.367 0.280 -1.490 1.125 1.074 -0.218



- The highest multiplicity belongs to which entry?
  C3H6NP



- Look up the multiplicity of the fifth one.
  1